1.
{"formula": "C4H8O2", "method": "ωB97M-V/def2-TZVPD", "elements": ["C", "C", "C", "O", "C", "O", "H", "H", "H", "H", "H", "H", "H", "H"], "coordinates": [[-1.091, -1.058, 0.004], [-0.790, 0.286, -0.670], [0.593, 1.066, 0.061], [0.342, 1.332, 1.403], [1.522, -0.045, -0.154], [1.548, -0.963, 0.649], [-1.315, -1.901, -0.665], [-1.853, -1.007, 0.786], [-0.141, -1.346, 0.481], [-1.515, 1.061, -0.445], [-0.707, 0.165, -1.765], [0.878, 2.017, -0.419], [0.536, 0.510, 1.881], [1.993, -0.118, -1.148]], "forces_ev_per_a": [[0.42, 0.02, 0.34], [0.88, 0.71, 0.40], [-1.11, -0.52, -0.77], [-0.17, -0.32, -0.03], [0.11, -0.48, 0.18], [1.37, 0.57, -0.19], [-0.15, 0.58, -0.09], [0.05, 0.12, -0.24], [-1.03, -0.42, 0.14], [-0.32, -0.09, -0.15], [0.28, 0.36, 0.51], [-0.42, -0.57, -0.18], [-0.04, 0.09, 0.02], [0.13, -0.06, 0.06]], "molar_mass_g_mol": 88.1, "e_tot_ev": -8371.2582}

2.
{"formula": "C4H8O2", "method": "ωB97M-V/def2-TZVPD", "elements": ["C", "C", "O", "C", "C", "O", "H", "H", "H", "H", "H", "H", "H", "H"], "coordinates": [[0.284, 1.618, -0.520], [-0.098, 0.561, 0.517], [-1.131, 1.083, 1.317], [-0.388, -0.724, -0.172], [0.637, -1.745, -0.378], [-0.174, -2.080, 0.722], [-0.516, 1.741, -1.261], [0.429, 2.575, -0.009], [1.208, 1.345, -1.041], [0.746, 0.385, 1.204], [-1.911, 0.526, 1.216], [-1.292, -1.428, -0.201], [1.636, -1.496, -0.037], [0.582, -2.406, -1.242]], "forces_ev_per_a": [[0.13, 0.07, -0.10], [0.44, 0.37, -0.10], [-0.74, -0.24, 0.05], [-1.35, -3.32, 1.41], [0.46, -0.32, 0.08], [1.34, 0.51, 0.47], [0.13, -0.04, 0.16], [0.01, -0.17, -0.10], [-0.13, 0.05, 0.06], [0.01, -0.10, -0.31], [0.03, 0.09, 0.12], [-0.60, 2.91, -1.47], [0.19, 0.11, -0.33], [0.09, 0.08, 0.07]], "molar_mass_g_mol": 88.1, "e_tot_ev": -8369.4294}

3.
{"formula": "C4H8O2", "method": "ωB97M-V/def2-TZVPD", "elements": ["C", "C", "O", "C", "C", "O", "H", "H", "H", "H", "H", "H", "H", "H"], "coordinates": [[0.970, 1.054, -0.190], [0.724, 0.349, 1.119], [-0.064, -0.831, 1.104], [-1.222, -0.610, 0.333], [-0.826, -0.240, -1.081], [0.013, 0.931, -1.108], [2.151, 0.689, -0.712], [2.120, -0.180, -0.755], [1.675, 0.100, 1.595], [0.221, 1.110, 1.743], [-1.841, 0.190, 0.773], [-1.803, -1.538, 0.335], [-1.692, -0.010, -1.707], [-0.246, -1.056, -1.534]], "forces_ev_per_a": [[-0.07, -0.20, 0.14], [0.19, 0.22, 0.04], [0.03, -0.06, 0.02], [-0.18, 0.01, -0.17], [-0.09, -0.16, 0.00], [0.02, 0.08, 0.01], [0.08, -0.03, -0.01], [-0.13, 0.07, 0.06], [-0.13, 0.07, -0.10], [0.04, -0.09, -0.08], [0.12, -0.10, -0.04], [0.07, 0.15, -0.03], [0.11, -0.03, 0.10], [-0.08, 0.09, 0.05]], "molar_mass_g_mol": 88.1, "e_tot_ev": -8367.8751}

4.
{"formula": "C4H8O2", "method": "ωB97M-V/def2-TZVPD", "elements": ["O", "C", "C", "C", "C", "O", "H", "H", "H", "H", "H", "H", "H", "H"], "coordinates": [[0.661, -0.908, -1.775], [1.422, -0.662, -0.866], [1.095, 0.186, 0.333], [-0.200, 0.990, 0.243], [-1.460, 0.127, 0.082], [-1.408, -1.058, 0.865], [2.448, -1.093, -0.868], [1.955, 0.841, 0.527], [1.045, -0.498, 1.192], [-0.282, 1.589, 1.157], [-0.148, 1.694, -0.598], [-2.333, 0.702, 0.411], [-1.601, -0.122, -0.973], [-1.196, -1.787, 0.269]], "forces_ev_per_a": [[0.34, 0.12, 0.39], [-0.19, -0.07, -0.19], [-0.02, 0.03, -0.05], [-0.01, 0.03, 0.05], [-0.08, 0.29, -0.20], [0.04, -0.24, -0.15], [-0.14, 0.02, -0.02], [-0.10, -0.10, -0.05], [0.06, 0.05, -0.12], [0.01, -0.08, -0.11], [-0.02, -0.11, 0.12], [0.13, -0.10, -0.04], [0.02, 0.02, 0.15], [-0.04, 0.13, 0.20]], "molar_mass_g_mol": 88.1, "e_tot_ev": -8372.0879}

5.
{"formula": "C4H8O2", "method": "ωB97M-V/def2-TZVPD", "elements": ["C", "C", "C", "O", "C", "O", "H", "H", "H", "H", "H", "H", "H", "H"], "coordinates": [[-1.206, -1.140, 0.136], [-0.330, 0.104, 0.349], [-0.715, 1.317, -0.444], [-1.622, 1.387, -1.241], [1.146, -0.150, -0.125], [1.973, 1.012, -0.129], [-2.280, -0.925, 0.204], [-0.983, -1.899, 0.896], [-1.038, -1.582, -0.850], [-0.470, 0.428, 1.399], [-0.009, 2.147, -0.248], [1.618, -0.937, 0.471], [1.056, -0.510, -1.165], [2.819, 0.765, -0.535]], "forces_ev_per_a": [[0.09, -0.02, -0.07], [0.16, 0.00, -0.15], [-0.51, 0.11, -0.43], [0.37, 0.03, 0.39], [-0.30, -0.51, 0.07], [0.03, -0.10, 0.16], [0.33, 0.21, 0.00], [0.06, 0.14, -0.17], [0.01, 0.07, 0.09], [0.76, -0.16, -0.22], [-0.40, 0.24, -0.20], [-0.16, -0.05, 0.04], [-0.06, -0.09, 0.27], [-0.41, 0.14, 0.22]], "molar_mass_g_mol": 88.1, "e_tot_ev": -8371.8622}

6.
{"formula": "C4H8O2", "method": "ωB97M-V/def2-TZVPD", "elements": ["C", "C", "O", "C", "C", "O", "H", "H", "H", "H", "H", "H", "H", "H"], "coordinates": [[-0.408, -0.403, -1.351], [-0.024, -0.456, 0.107], [-0.290, -1.686, 0.728], [1.154, 0.329, 0.626], [-0.250, 0.723, 1.000], [-0.714, 1.946, 0.514], [0.240, -1.050, -1.953], [-0.316, 0.612, -1.751], [-1.442, -0.746, -1.479], [0.385, -2.310, 0.430], [1.787, -0.123, 1.384], [1.649, 0.998, -0.073], [-0.586, 0.480, 2.006], [-1.342, 1.789, -0.198]], "forces_ev_per_a": [[0.00, 0.02, -0.05], [-0.04, 0.28, -0.18], [0.14, -0.17, -0.04], [0.20, -0.02, 0.03], [0.10, -0.20, 0.21], [-0.11, 0.04, -0.19], [-0.07, 0.07, 0.10], [0.02, -0.13, 0.03], [0.15, 0.07, 0.03], [-0.14, 0.06, 0.10], [-0.12, 0.03, -0.12], [-0.06, -0.11, 0.11], [0.05, 0.06, -0.14], [-0.09, 0.00, 0.12]], "molar_mass_g_mol": 88.1, "e_tot_ev": -8371.4567}

Record-wise orbital gap values, in eV: 10.738 11.109 9.253 10.827 10.217 10.539
Record-wise highest occupied orbital energy values, in eV: -9.78 -10.11 -8.36 -9.92 -9.51 -9.71
Record-wise ΔE to the lowest compared entry with this formula, charge and spin values, in eV: 2.023 3.852 5.407 1.194 1.420 1.825